Below is a structure of composition C17H25N6OPt in a non-equilibrium geometry, with properties calculated with wB97M-V/def2-TZVPD.

```
50
Properties=species:S:1:pos:R:3:forces:R:3
Pt -0.2761 -0.3513 0.3102 -2.5 -0.3 0.4
N -1.5998 -1.3147 1.6673 -0.1 0.5 -0.3
C -2.6637 -0.3808 2.0967 -0.2 0.1 0.2
C -1.9539 0.7789 2.7419 -0.1 0.0 0.1
N -0.9371 1.3592 1.8217 0.9 -0.2 -0.5
C -1.4476 2.5654 1.0975 -0.1 0.1 -0.1
C -2.2272 2.1986 -0.1478 0.1 0.1 0.2
N -1.3477 1.3597 -0.9675 -0.3 -0.4 -0.4
H -1.9991 -2.1258 1.2042 0.1 -0.1 0.2
H -1.1331 -1.6585 2.5058 0.1 -0.1 -0.1
H -3.3467 -0.8406 2.8128 0.1 -0.1 0.0
H -3.2486 -0.0910 1.2270 0.0 0.0 0.0
H -1.4488 0.4433 3.6503 0.0 0.0 0.0
H -2.6816 1.5321 3.0449 0.1 0.1 0.0
H -0.1331 1.6536 2.3678 -0.1 0.1 0.1
H -0.5944 3.1934 0.8374 0.0 -0.1 0.0
H -2.0911 3.1472 1.7582 0.1 0.0 0.2
H -2.5188 3.1130 -0.6648 0.0 0.0 0.0
H -3.1413 1.6558 0.0841 0.0 0.0 0.0
H -0.6045 1.9463 -1.3409 0.0 -0.1 -0.1
H -1.8483 0.9823 -1.7673 0.0 0.2 -0.1
C 4.5223 2.2917 -0.8905 0.0 -0.1 -0.1
C 3.4461 2.4774 -0.0280 0.0 0.1 0.1
C 2.3416 1.6593 -0.1301 -0.2 -0.1 0.0
C 2.3035 0.6604 -1.1093 -0.1 0.4 -0.2
C 3.3960 0.4538 -1.9586 -0.2 -0.1 -0.1
C 4.4998 1.2722 -1.8411 0.0 0.0 0.0
N 1.1162 -0.0944 -1.2451 0.5 0.5 1.4
N 0.9946 -0.8548 -2.2084 0.3 -0.3 -0.6
C -0.0825 -1.7239 -2.2244 -0.3 0.1 0.0
C -0.2433 -2.5635 -3.3029 0.0 -0.1 -0.2
C -1.3354 -3.4274 -3.3228 0.1 0.0 -0.1
C -2.2284 -3.4101 -2.2660 0.0 0.1 0.0
C -2.0119 -2.5282 -1.2186 -0.2 0.0 0.2
N -0.9588 -1.7093 -1.1883 1.5 0.3 0.5
H 5.3821 2.9457 -0.8228 0.0 0.0 0.0
H 3.4753 3.2744 0.7030 0.0 0.0 0.0
H 1.4850 1.8001 0.5221 0.0 0.1 0.0
H 3.3561 -0.3377 -2.6937 0.1 0.0 0.0
H 5.3483 1.1244 -2.4950 0.0 0.0 0.0
H 0.4973 -2.5412 -4.0914 -0.1 0.0 0.0
H -1.4878 -4.0979 -4.1590 0.0 0.0 0.0
H -3.0904 -4.0629 -2.2428 0.0 0.0 0.0
H -2.7317 -2.4650 -0.4116 0.0 -0.1 -0.1
C 1.4932 -0.9951 2.7940 0.1 0.0 0.1
C 1.2195 -1.3696 1.3693 -0.2 -0.6 -0.6
O 1.7255 -2.1736 0.6871 0.3 -0.1 0.2
H 2.4644 -0.4925 2.8221 0.0 0.0 0.0
H 1.6033 -1.9210 3.3645 0.0 0.0 0.0
H 0.7428 -0.3573 3.2490 0.0 0.0 0.0
```
Positions in Å, forces in eV/Å.

ΔE to the lowest compared entry with this formula, charge and spin	274.9	kJ/mol
LUMO energy (alpha / beta)	-11.94 / -11.94	eV
max |F|	2.50	eV/A
charge	+3
HOMO-LUMO gap (alpha / beta)	6.1470 / 6.1462	eV


Below is the ion C18H25Br2F4N3O4PS with charge +1 in a non-equilibrium geometry, with properties calculated with wB97M-V/def2-TZVPD.

```
58
Properties=species:S:1:pos:R:3:forces:R:3
C 3.4131 -1.6628 1.9835 -0.6 0.3 1.0
C 2.2551 -1.2775 2.0661 0.4 1.0 0.4
C 0.9141 -0.5345 2.3131 0.0 -0.3 -0.8
C 0.1902 -0.0128 1.0012 -3.2 -0.3 -3.2
C -1.1115 -0.6518 0.4736 3.3 2.9 -0.5
C -1.7751 -1.8873 1.1724 0.9 0.3 0.4
C -2.4100 -1.4367 2.5789 0.6 0.4 -0.8
C -3.8675 -0.8338 2.4568 1.4 -0.1 1.2
F -3.8064 0.3079 1.6231 -0.3 -2.0 0.9
Br -5.1031 -2.2325 1.8300 0.6 1.0 -0.3
C -4.3068 -0.3834 3.9664 -1.0 -0.3 0.4
F -3.3211 -0.6807 4.9169 -1.8 0.2 -1.7
F -5.4722 -1.0900 4.3099 2.4 1.6 0.0
Br -4.6284 1.5816 4.0522 0.1 -1.4 0.1
C -1.6003 0.0645 -0.7763 -1.7 -1.5 0.2
C -2.9589 -0.5147 -1.4068 0.2 1.7 -0.3
C -4.0340 0.6646 -1.6825 0.2 -1.0 -0.5
C -3.7841 1.4403 -3.0419 0.3 1.5 0.5
F -4.6994 1.1115 -4.0825 0.9 0.0 1.4
N -1.0941 1.1102 -1.4717 -0.3 -1.7 1.5
N 0.0486 1.6316 -1.0301 1.3 -2.1 4.4
P 0.6659 3.0111 -2.0630 -0.4 2.1 -3.0
N 2.3282 2.7670 -2.4792 -1.0 0.6 1.3
O 0.6594 4.4506 -1.1495 0.4 -2.7 0.4
C 0.6436 1.1259 0.1244 1.5 0.0 1.8
C 2.0208 1.8138 0.5703 -0.3 -1.2 0.5
C 3.2787 0.9934 -0.0258 0.2 0.7 -1.0
C 2.8768 -0.1685 -1.0374 0.1 -0.6 -0.3
C 4.1894 -0.8159 -1.7143 -0.4 1.6 -0.4
S 4.4999 -2.5452 -1.1934 1.1 -3.5 2.2
O 3.3018 -3.2658 -0.7297 0.9 1.8 -1.6
O 5.5903 -2.6814 -0.2117 -1.3 1.5 -1.9
O 5.0201 -3.3400 -2.5748 -1.2 1.0 1.5
H 4.4922 -1.9663 2.1040 -1.9 0.3 -0.6
H 1.0292 0.3638 2.9962 0.2 -1.2 -0.7
H 0.1883 -1.2444 2.8183 1.0 0.9 -0.6
H -2.4759 -2.4871 0.5275 0.7 0.9 0.7
H -0.9195 -2.5957 1.4454 -1.0 1.0 -0.5
H -2.3226 -2.3113 3.2883 -0.6 1.1 -0.8
H -1.7499 -0.6026 2.9895 -1.0 -1.0 -0.4
H -2.6707 -0.9237 -2.4187 -0.5 -0.1 1.2
H -3.4779 -1.2432 -0.7265 1.0 0.6 -0.9
H -5.0502 0.1544 -1.7834 1.3 0.8 0.3
H -4.0406 1.3478 -0.7787 -0.1 -0.6 -1.2
H -2.7342 1.3383 -3.4544 -1.3 -0.2 0.5
H -3.9213 2.5518 -2.8113 0.0 -1.4 -0.5
H 2.4640 2.5247 -3.4632 -0.3 0.3 0.5
H 2.9414 3.5261 -2.1653 -0.1 -0.5 -0.1
H 0.4468 4.2791 -0.2085 0.1 0.4 -0.5
H 2.0516 2.9194 0.3561 0.0 -1.3 -0.1
H 2.1157 1.7200 1.7044 -0.4 0.2 -1.5
H 3.9119 1.7231 -0.6343 -0.9 -0.9 0.8
H 3.9366 0.6522 0.8252 -0.9 0.1 -1.0
H 2.2569 0.2246 -1.9110 0.9 -0.3 1.3
H 2.2528 -0.9918 -0.5737 0.9 1.0 -0.3
H 4.0700 -0.7649 -2.8437 0.3 -0.5 1.4
H 5.0531 -0.1319 -1.4174 -0.7 -1.5 -0.4
H 4.6931 -4.2601 -2.4132 0.3 0.7 -0.2
```
Positions in Å, forces in eV/Å.

LUMO energy	-4.83	eV
SMILES string	C#CCc1c(CC[C@@](F)(Br)C(F)(F)Br)c(CCCF)n[n+](P(N)O)c1CCCCS(=O)(=O)O
max |F|	5.08	eV/A
charge	+1
HOMO-LUMO gap	7.8044	eV


Below is an isolated molecule of C5H12N2O in a non-equilibrium geometry, with properties calculated with wB97M-V/def2-TZVPD.

```
20
Properties=species:S:1:pos:R:3:forces:R:3
C 0.8465 -0.7656 -2.2834 0.9 0.3 -0.9
C 0.2573 -1.1471 -1.1553 -0.5 -0.6 -0.7
N 0.4056 -2.4762 -0.7191 0.0 0.1 0.8
C -0.6920 -0.2809 -0.3748 0.2 1.0 0.0
C 0.0412 0.8028 0.4475 -0.1 -0.5 -0.4
N 0.7709 0.2658 1.5768 0.6 0.3 0.3
C -0.9273 1.8920 0.9210 0.0 -0.9 0.5
O -0.4121 2.6533 1.9786 0.1 0.4 0.3
H 1.4880 -1.4223 -2.8516 0.1 -0.6 0.3
H 0.8713 0.1879 -2.7989 -0.8 0.3 0.7
H 0.2403 -3.2428 -1.3500 0.1 0.2 -0.2
H 0.0431 -2.6561 0.2048 -0.1 -0.1 -0.2
H -1.3258 -0.8703 0.2767 -0.1 -0.2 0.2
H -1.3637 0.2356 -1.0685 0.1 -0.1 -0.1
H 0.7715 1.2262 -0.2316 0.3 0.3 0.0
H 0.1995 -0.1714 2.2812 -0.2 -0.3 -0.1
H 1.5705 -0.3139 1.3337 -0.4 0.2 0.0
H -1.8562 1.3729 1.2206 0.0 0.2 0.1
H -1.1759 2.5760 0.1244 -0.1 0.1 -0.4
H 0.2473 2.1339 2.4679 -0.1 -0.1 -0.4
```
Positions in Å, forces in eV/Å.

ΔE to the lowest compared entry with this formula, charge and spin	190.5	kJ/mol
LUMO energy	0.82	eV
SMILES string	C=C(N)C[C@H](N)CO
max |F|	1.27	eV/A
charge	0
HOMO-LUMO gap	9.2321	eV